No. 1
{
  "formula": "C28H27AuN3SSi",
  "method": "ωB97M-V/def2-TZVPD",
  "gap_ev": [3.7, 6.1],
  "multiplicity": 3,
  "charge": 1,
  "symbols": ["C", "C", "C", "H", "C", "C", "H", "H", "H", "H", "Au", "C", "H", "H", "H", "Si", "C", "C", "H", "C", "H", "C", "H", "C", "H", "C", "H", "C", "C", "H", "C", "H", "C", "H", "C", "H", "C", "H", "H", "H", "N", "C", "C", "C", "C", "C", "C", "N", "C", "C", "C", "S", "C", "N", "H", "H", "H", "H", "H", "H", "H"],
  "positions_angstrom": [[0.3752, 1.7416, -0.2089], [-0.7141, 1.1490, -0.9392], [-1.9224, 1.2729, -0.0935], [-0.7726, 1.0443, -2.0233], [-1.5135, 2.0158, 1.0838], [-0.1221, 2.2225, 1.0294], [0.4444, 2.7627, 1.7793], [1.3961, 1.8341, -0.5769], [-2.9204, 1.2653, -0.5555], [-2.1782, 2.3697, 1.8637], [-1.2298, -0.8252, 0.1514], [-0.8749, -2.2187, -2.8842], [-1.8554, -1.8751, -2.5483], [-0.3074, -2.5065, -2.0180], [-1.0380, -3.1154, -3.4978], [0.1811, -0.9446, -4.0426], [1.7551, -1.2335, -4.9776], [2.6362, -0.1253, -4.9787], [2.2379, 0.8943, -4.8892], [4.0188, -0.3379, -4.9789], [4.6807, 0.5156, -4.8169], [4.5325, -1.6224, -5.1636], [5.5940, -1.8039, -5.0756], [3.6573, -2.6618, -5.4818], [4.0646, -3.6199, -5.7975], [2.2659, -2.4889, -5.3578], [1.5760, -3.3273, -5.5114], [-1.1594, 0.1215, -4.7143], [-0.8488, 1.0804, -5.6895], [-0.0654, 0.8713, -6.4131], [-1.4727, 2.3372, -5.6759], [-1.1592, 3.0940, -6.3860], [-2.4649, 2.6296, -4.7308], [-2.9047, 3.6315, -4.6537], [-2.9323, 1.5991, -3.9104], [-3.7467, 1.7677, -3.1992], [-2.3400, 0.3354, -3.9622], [-2.7704, -0.4320, -3.3294], [0.7799, -0.1814, -2.7608], [0.9001, 0.3846, -3.4009], [-0.7978, -2.5374, 4.3468], [-1.0842, -1.3703, 5.0368], [-1.1638, -1.0992, 6.3852], [-1.3935, 0.2294, 6.7488], [-1.4864, 1.2508, 5.7888], [-1.3724, 0.9641, 4.4288], [-1.1819, -0.3629, 4.0446], [-0.9575, -0.9296, 2.8114], [-0.7580, -2.2429, 3.0099], [-0.4837, -3.2012, 1.9711], [-0.0426, -4.5062, 2.1232], [0.3213, -5.1943, 0.5761], [0.2151, -3.6229, -0.1063], [-0.4725, -2.7391, 0.6539], [-0.6264, -3.4577, 4.7371], [-1.0375, -1.9094, 7.1010], [-1.5049, 0.4604, 7.8048], [-1.6374, 2.2656, 6.1511], [-1.4112, 1.7040, 3.6335], [0.1882, -4.9541, 3.0741], [0.8498, -3.3454, -0.9276]],
  "atomic_forces_ev_per_a": [[-0.1, 0.5, 1.3], [-2.4, 0.1, 0.8], [1.2, -0.7, -2.3], [0.1, -0.1, 0.4], [1.0, 0.0, 0.1], [-0.2, 0.2, -0.7], [0.0, -0.2, -0.1], [-0.3, -0.1, 0.2], [0.5, 0.0, 0.5], [0.1, -0.1, -0.2], [0.3, 1.1, 0.1], [0.6, -0.2, -1.6], [0.3, 0.2, -0.2], [0.1, 0.1, -0.1], [-0.1, -0.1, 0.1], [-1.4, -1.5, 1.1], [0.1, -0.1, 0.1], [0.3, -0.1, 0.3], [0.3, -0.5, 0.1], [-0.2, 0.1, 0.0], [-0.1, -0.3, -0.1], [-0.6, 0.3, -0.1], [0.1, 0.0, -0.2], [-0.6, -0.1, 0.0], [-0.1, 0.1, 0.2], [0.5, 0.1, 0.2], [0.4, 0.2, 0.1], [-1.0, 0.4, -0.4], [-0.2, 0.8, 0.4], [0.1, 0.2, 0.2], [-0.1, -0.4, 0.0], [-0.1, 0.0, 0.0], [0.0, -0.2, 0.0], [0.3, -0.4, -0.1], [-0.1, 0.0, -0.2], [0.2, 0.0, -0.4], [0.4, 0.6, 0.2], [0.3, 0.1, 0.0], [0.2, -1.5, 1.2], [0.3, 2.3, -1.2], [-0.1, -0.5, -0.3], [0.4, 0.2, -0.8], [-0.1, 0.3, 0.5], [0.1, -0.7, 0.0], [0.0, -0.2, -0.3], [-0.1, 0.2, 0.0], [0.3, -0.9, 0.8], [-0.1, -1.6, -0.7], [-0.6, 2.3, 1.3], [0.4, -1.3, -0.7], [-0.8, 1.4, -0.4], [1.0, 1.1, 0.8], [-1.5, 0.4, 1.6], [2.4, -1.6, -0.4], [-0.2, 0.4, 0.0], [-0.1, 0.3, 0.1], [0.1, 0.1, -0.2], [0.0, -0.2, -0.3], [0.0, 0.1, 0.5], [-0.3, -0.5, -0.1], [-0.7, -0.1, -0.7]]
}

***

No. 2
{
  "formula": "C28H27Cl2N4OPPtS",
  "method": "ωB97M-V/def2-TZVPD",
  "gap_ev": 5.6,
  "multiplicity": 1,
  "symbols": ["Pt", "O", "N", "C", "C", "C", "C", "C", "C", "C", "P", "C", "C", "C", "C", "C", "C", "C", "C", "C", "C", "C", "C", "H", "H", "H", "H", "H", "H", "H", "H", "H", "H", "H", "H", "H", "H", "H", "H", "Cl", "C", "C", "C", "C", "C", "Cl", "C", "N", "H", "H", "H", "C", "N", "C", "S", "N", "C", "H", "H", "H", "H", "H", "H", "H", "H"],
  "positions_angstrom": [[-0.1551, -1.3498, -0.3202], [-2.3045, -2.9744, 0.9240], [-2.1096, -2.0216, -0.0411], [-3.1219, -1.8502, -0.7932], [-3.1903, -0.8672, -1.8783], [-4.1829, -1.0795, -2.8314], [-4.3400, -0.2244, -3.9091], [-3.5027, 0.8697, -4.0357], [-2.5296, 1.1132, -3.0748], [-2.3616, 0.2675, -1.9848], [-1.0661, 0.6147, -0.7391], [-0.1389, 2.0325, -1.3656], [-0.7047, 3.3103, -1.2945], [-0.0172, 4.3985, -1.8003], [1.2407, 4.2207, -2.3686], [1.8057, 2.9579, -2.4307], [1.1195, 1.8554, -1.9335], [-1.9381, 1.3013, 0.7035], [-3.2869, 1.0917, 0.9567], [-3.8605, 1.5721, 2.1278], [-3.0932, 2.2708, 3.0440], [-1.7480, 2.5054, 2.7838], [-1.1736, 2.0222, 1.6217], [-1.6847, -2.7090, 1.6637], [-3.9945, -2.4692, -0.6021], [-4.8311, -1.9413, -2.7265], [-5.1088, -0.4173, -4.6452], [-3.6032, 1.5425, -4.8770], [-1.8862, 1.9750, -3.1856], [-1.6783, 3.4520, -0.8398], [-0.4564, 5.3862, -1.7468], [1.7798, 5.0762, -2.7559], [2.7909, 2.8184, -2.8566], [1.5631, 0.8645, -1.9218], [-3.9018, 0.5607, 0.2422], [-4.9111, 1.3977, 2.3197], [-3.5407, 2.6401, 3.9572], [-1.1501, 3.0686, 3.4897], [-0.1280, 2.2149, 1.4093], [0.7385, -3.5948, -0.2977], [2.4237, -3.1138, -0.5476], [3.3929, -4.0932, -0.5908], [4.7155, -3.7189, -0.7491], [5.0084, -2.3537, -0.8564], [4.0187, -1.4073, -0.8077], [4.4519, 0.2825, -0.8935], [2.6186, -1.7076, -0.6379], [1.7107, -0.7536, -0.5189], [3.1114, -5.1355, -0.5035], [5.5001, -4.4592, -0.7999], [6.0325, -2.0248, -0.9784], [3.1508, -2.1366, 2.8716], [1.7046, -2.2828, 2.9819], [0.7684, -1.3418, 3.1000], [-0.8576, -1.7972, 3.4209], [1.0594, -0.0361, 3.0879], [2.2222, 0.6610, 2.5376], [3.5706, -3.1288, 2.7249], [3.5664, -1.7210, 3.7907], [3.4320, -1.5229, 2.0224], [1.3228, -3.2126, 2.9417], [0.2240, 0.5147, 3.2023], [3.1226, 0.4699, 3.1166], [2.0103, 1.7268, 2.6076], [2.3812, 0.3901, 1.4903]],
  "atomic_forces_ev_per_a": [[0.2, -0.1, 0.1], [0.1, 0.0, 0.1], [-0.1, -0.1, -0.1], [-0.1, 0.0, 0.1], [0.1, 0.0, -0.1], [0.0, 0.0, 0.0], [0.0, 0.0, 0.0], [0.0, 0.0, 0.0], [0.0, 0.0, 0.0], [0.0, 0.0, 0.0], [0.0, 0.0, 0.0], [0.0, 0.0, 0.0], [0.0, 0.0, 0.0], [0.0, 0.0, 0.0], [0.0, 0.0, 0.0], [0.0, 0.0, 0.0], [0.0, -0.1, 0.0], [0.0, 0.0, 0.0], [0.0, 0.0, 0.0], [0.0, 0.0, 0.0], [0.0, 0.0, 0.0], [0.0, 0.0, 0.0], [0.0, 0.0, 0.0], [-0.1, 0.0, -0.1], [0.0, 0.0, 0.0], [0.0, 0.0, 0.0], [0.0, 0.0, 0.0], [0.0, 0.0, 0.0], [0.0, 0.0, 0.0], [0.0, 0.0, 0.0], [0.0, 0.0, 0.0], [0.0, 0.0, 0.0], [0.0, 0.0, 0.0], [0.0, 0.0, 0.0], [0.0, 0.0, 0.0], [0.0, 0.0, 0.0], [0.0, 0.0, 0.0], [0.0, 0.0, 0.0], [0.0, 0.0, 0.0], [0.0, 0.1, 0.1], [0.0, 0.0, 0.0], [0.0, 0.0, 0.0], [0.0, 0.0, 0.0], [0.0, 0.0, 0.0], [0.0, 0.0, 0.1], [0.0, 0.0, 0.0], [0.0, 0.0, 0.2], [-0.1, 0.1, -0.1], [0.0, 0.0, 0.0], [0.0, 0.0, 0.0], [0.0, 0.0, 0.0], [-0.1, -0.1, 0.0], [0.0, 0.0, -0.4], [-0.1, 0.0, 0.3], [0.1, 0.0, -0.1], [0.0, 0.0, 0.0], [0.0, 0.0, 0.0], [0.0, 0.0, 0.0], [0.0, 0.0, 0.0], [0.1, 0.0, -0.1], [0.0, 0.0, 0.1], [0.0, 0.0, 0.0], [0.0, 0.0, 0.0], [0.0, 0.0, 0.0], [-0.1, 0.1, 0.0]]
}

***

No. 3
{
  "formula": "C28H27HgN3SSi",
  "method": "ωB97M-V/def2-TZVPD",
  "gap_ev": [6.5, 4.6],
  "multiplicity": 1,
  "symbols": ["C", "C", "C", "H", "C", "C", "H", "H", "H", "H", "Hg", "C", "H", "H", "H", "Si", "C", "C", "H", "C", "H", "C", "H", "C", "H", "C", "H", "C", "C", "H", "C", "H", "C", "H", "C", "H", "C", "H", "H", "H", "N", "C", "C", "C", "C", "C", "C", "N", "C", "C", "C", "S", "C", "N", "H", "H", "H", "H", "H", "H", "H"],
  "positions_angstrom": [[1.4994, -2.4537, 1.5405], [0.1254, -2.1977, 1.2625], [-0.1288, -2.4738, -0.0956], [-0.6032, -1.8563, 1.9969], [1.1160, -2.8806, -0.7163], [2.1258, -2.8958, 0.3462], [3.1292, -3.2829, 0.2461], [1.9685, -2.3609, 2.5114], [-1.0967, -2.4310, -0.5919], [1.2217, -3.4093, -1.6648], [1.9898, -0.8274, -1.1107], [-2.5024, 0.4755, 0.7018], [-1.8251, -0.3995, 0.7610], [-1.9702, 1.3584, 1.0870], [-3.3914, 0.3022, 1.3066], [-2.7080, 0.7211, -1.2918], [-4.2718, 1.7511, -1.2369], [-5.4473, 1.2156, -0.6668], [-5.4957, 0.1566, -0.4228], [-6.5364, 2.0468, -0.3570], [-7.4244, 1.6322, 0.1205], [-6.4754, 3.4139, -0.6485], [-7.3082, 4.0747, -0.3893], [-5.3321, 3.9566, -1.2610], [-5.2912, 5.0269, -1.4852], [-4.2342, 3.1256, -1.5655], [-3.3359, 3.5411, -2.0318], [-3.0268, -0.5145, -2.6493], [-4.2623, -0.5588, -3.3521], [-5.1300, -0.0355, -2.9572], [-4.3885, -1.2423, -4.5749], [-5.3354, -1.2305, -5.1201], [-3.2984, -1.9477, -5.0985], [-3.3821, -2.4612, -6.0623], [-2.1000, -2.0205, -4.3692], [-1.2750, -2.6243, -4.7550], [-1.9737, -1.3226, -3.1569], [-1.0392, -1.3831, -2.5982], [-0.0429, 0.6330, 2.8507], [-0.6944, 0.4108, 3.1481], [5.2067, 1.2457, 2.1583], [5.5309, 0.1878, 2.9940], [6.2721, 0.1489, 4.1657], [6.2868, -1.0665, 4.8731], [5.5733, -2.1817, 4.3931], [4.8296, -2.1238, 3.2045], [4.7999, -0.9150, 2.4890], [4.0887, -0.5210, 1.3740], [4.3280, 0.7970, 1.2013], [3.7337, 1.6764, 0.1987], [3.8565, 3.0440, 0.1668], [2.9656, 3.7298, -1.1398], [2.4754, 2.1591, -1.6514], [2.9212, 1.1767, -0.8345], [5.5414, 2.1961, 2.2755], [6.8072, 1.0409, 4.4971], [6.8529, -1.1384, 5.8044], [5.5992, -3.1101, 4.9655], [4.2594, -2.9616, 2.8095], [4.3972, 3.6241, 0.9069], [1.8258, 1.9595, -2.5014]],
  "atomic_forces_ev_per_a": [[-0.1, -0.4, -1.1], [0.3, -0.3, -0.6], [0.3, -0.1, 0.4], [0.2, -0.1, -0.3], [-0.3, -0.7, 0.9], [-1.1, -0.1, 0.8], [0.0, 0.1, 0.0], [0.0, 0.1, -0.1], [0.3, 0.0, 0.1], [-0.1, 0.2, 0.3], [-0.6, -0.7, -0.9], [1.2, -0.8, -1.7], [-0.2, 0.5, 0.5], [-0.2, -0.3, -0.2], [-0.2, 0.0, -0.4], [-0.8, 0.4, 1.8], [-0.4, 1.0, -0.2], [0.0, 0.9, 0.1], [0.0, 0.1, 0.0], [0.4, -0.1, -0.3], [0.2, 0.1, -0.1], [0.4, 0.1, -0.2], [0.3, -0.3, -0.1], [0.1, -0.5, 0.0], [0.0, -0.4, 0.1], [-0.8, -0.2, 0.5], [-0.3, -0.1, 0.2], [0.1, -1.4, -0.8], [0.5, 0.0, -0.3], [0.2, 0.0, -0.1], [0.4, 0.0, 0.4], [0.3, 0.0, 0.2], [0.1, 0.1, 0.3], [0.0, 0.2, 0.4], [-0.4, 0.2, 0.2], [-0.2, 0.3, 0.2], [-0.4, 0.1, -0.4], [-0.1, 0.1, -0.2], [-0.2, -0.1, 0.2], [0.3, 0.1, -0.1], [0.2, 0.5, 0.0], [-0.7, -0.1, -0.2], [0.2, -0.5, 0.4], [0.0, 0.7, -0.5], [-0.3, 0.0, -0.6], [0.2, 0.1, 0.1], [0.5, 0.8, 0.5], [-0.1, 1.9, -0.9], [0.3, -2.7, 1.2], [-0.9, 0.6, -1.2], [-0.1, -0.5, 0.1], [0.2, -0.8, 0.1], [1.1, -1.2, 2.3], [0.7, 3.3, -0.5], [-0.1, -0.4, -0.1], [-0.1, -0.4, 0.1], [-0.2, 0.0, -0.3], [0.0, 0.3, -0.2], [0.2, 0.0, 0.3], [-0.2, 0.2, -0.4], [0.2, 0.0, 0.2]]
}

***

Record order is preserved below.
Total energy: -2070.34331; -3156.65379; -2088.35125 Eh
Record order is preserved below.
Energy relative to the best compared isomer or geometry (same formula, charge and spin): 323.4; 0.0; 0.0 kJ/mol